Entry 1:
Here is C33H86BBr3F6N27O17P2S as an isolated structure from the OMol25 dataset. Energies are from ωB97M-V with the def2-TZVPD basis set.

Values from the calculation:
- Lowest unoccupied orbital energy: -2.84 eV
- Frontier orbital gap: 7.35 eV
- Total charge: +1
- E: -13493.656332 Ha

XYZ file:
```
176
C33H86BBr3F6N27O17P2S (ωB97M-V with the def2-TZVPD basis set)
C -4.60 2.87 -1.22
C -4.65 1.39 -1.41
Br -5.93 0.99 -2.78
C -3.99 0.47 -0.72
Br -4.72 -1.30 -1.15
C -2.96 0.71 0.39
P -4.24 0.53 1.84
O -4.81 -0.98 1.92
O -5.58 1.36 1.34
S -3.93 1.19 3.59
C -2.32 2.11 0.50
C -1.18 2.59 -0.43
C -1.19 3.10 -1.88
C -1.50 4.63 -1.96
Br -2.09 2.08 -3.29
O -1.75 2.32 1.82
C -0.75 1.45 2.22
F 0.43 2.08 1.92
P -0.55 1.66 4.14
N 0.89 1.32 4.66
C -0.78 -0.02 1.64
O 0.55 -0.29 1.38
C 1.16 -0.13 0.13
C 2.34 -1.10 -0.01
C 2.63 -1.36 -1.52
C 3.57 -0.59 0.73
C 4.20 0.69 0.14
C 5.72 0.61 -0.03
C 3.82 1.96 0.96
B -1.06 -1.06 2.90
O -2.29 -1.59 3.17
N 0.06 -1.54 3.68
C 0.63 -2.79 3.10
C -0.39 -1.86 5.06
N -1.73 -0.24 0.45
C -1.81 -1.67 0.01
F -2.72 -2.39 0.59
F -0.70 -2.34 0.45
C -1.62 -1.96 -1.55
F -2.23 -3.10 -1.76
F -0.37 -2.21 -1.85
F -2.00 -1.02 -2.38
H -4.99 3.10 -0.23
H -5.25 3.40 -1.91
H -3.64 3.35 -1.28
H -5.63 -1.09 1.42
H -6.34 0.99 1.82
H -3.07 2.88 0.59
H -0.74 3.44 0.09
H -0.34 1.88 -0.38
H -0.16 3.07 -2.20
H -2.07 4.85 -2.86
H -2.04 4.90 -1.05
H -0.57 5.19 -1.94
H -1.56 1.02 4.87
H -0.76 3.06 4.28
H 1.29 2.19 5.00
H 0.57 -0.23 -0.80
H 1.61 0.87 0.06
H 1.97 -2.05 0.38
H 2.32 -0.52 -2.14
H 3.70 -1.54 -1.62
H 2.14 -2.28 -1.83
H 3.25 -0.36 1.75
H 4.32 -1.38 0.80
H 3.78 0.87 -0.85
H 5.98 -0.23 -0.66
H 6.17 0.55 0.96
H 6.03 1.54 -0.50
H 4.62 2.69 0.85
H 3.62 1.70 2.00
H 2.91 2.42 0.58
H -2.29 -2.55 3.14
H 1.56 -2.53 2.59
H 0.92 -3.41 3.94
H -0.06 -3.35 2.47
H -0.91 -2.82 5.08
H 0.51 -2.01 5.66
H -0.94 -1.06 5.55
H -1.22 0.13 -0.38
C 2.61 -3.05 7.35
O 1.39 -3.05 7.32
N 3.36 -2.48 6.35
N 3.32 -3.61 8.36
H 4.37 -2.46 6.35
H 2.87 -2.05 5.59
H 2.81 -4.05 9.12
H 4.32 -3.62 8.39
C 3.16 -6.62 10.56
O 2.71 -5.54 10.21
N 4.42 -6.78 11.05
N 2.43 -7.77 10.48
H 4.80 -7.67 11.34
H 4.99 -5.95 11.13
H 1.50 -7.69 10.13
H 2.78 -8.67 10.77
C -1.23 -5.85 -4.54
O -0.16 -6.35 -4.83
N -1.34 -4.77 -3.71
N -2.42 -6.33 -5.03
H -2.21 -4.35 -3.46
H -0.49 -4.40 -3.33
H -2.37 -7.12 -5.64
H -3.31 -5.94 -4.80
C 2.04 3.05 -4.17
O 2.03 2.70 -3.00
N 0.90 3.03 -4.93
N 3.16 3.49 -4.81
H 0.86 3.31 -5.89
H 0.08 2.70 -4.46
H 4.00 3.51 -4.27
H 3.18 3.78 -5.77
C 7.57 -2.89 0.77
O 7.18 -1.76 0.51
N 8.87 -3.15 1.11
N 6.75 -3.98 0.75
H 9.22 -4.06 1.32
H 9.50 -2.36 1.13
H 5.79 -3.83 0.50
H 7.06 -4.91 0.95
C -4.86 4.77 -4.88
O -5.01 4.98 -3.68
N -4.49 3.54 -5.35
N -5.03 5.72 -5.83
H -4.35 3.33 -6.32
H -4.36 2.81 -4.67
H -5.30 6.63 -5.52
H -4.91 5.55 -6.81
C 5.12 5.43 -7.39
O 4.66 4.33 -7.67
N 5.05 5.94 -6.13
N 5.74 6.22 -8.32
H 5.41 6.84 -5.86
H 4.60 5.37 -5.44
H 5.81 5.86 -9.25
H 6.13 7.12 -8.11
C 6.86 -9.20 12.52
O 5.66 -9.19 12.27
N 7.78 -9.75 11.68
N 7.37 -8.66 13.67
H 8.77 -9.77 11.87
H 7.44 -10.15 10.83
H 6.72 -8.25 14.31
H 8.35 -8.65 13.89
C -3.44 6.65 -9.41
O -4.12 5.88 -8.73
N -2.09 6.73 -9.28
N -4.00 7.46 -10.34
H -1.52 7.35 -9.83
H -1.66 6.14 -8.60
H -5.00 7.42 -10.45
H -3.48 8.10 -10.91
C -0.35 -6.85 1.82
O -0.53 -6.70 3.02
N 0.11 -8.02 1.28
N -0.60 -5.85 0.92
H 0.25 -8.15 0.30
H 0.30 -8.77 1.91
H -0.94 -4.98 1.29
H -0.47 -5.94 -0.07
C -7.22 6.09 0.92
O -7.41 6.32 2.10
N -6.82 4.86 0.47
N -7.38 7.03 -0.05
H -6.66 4.65 -0.50
H -6.70 4.14 1.16
H -7.67 7.95 0.24
H -7.23 6.86 -1.03
C -7.74 4.90 -9.22
O -8.03 6.04 -9.56
N -6.50 4.58 -8.76
N -8.64 3.87 -9.29
H -6.24 3.65 -8.48
H -5.82 5.33 -8.71
H -9.56 4.08 -9.63
H -8.42 2.93 -9.03
```

***

Entry 2:
Here is a 10-piece molecular cluster, C33H87NO11 overall from the OMol25 dataset. Energies are from ωB97M-V with the def2-TZVPD basis set.

Values from the calculation:
- Lowest unoccupied orbital energy: 0.36 eV
- Frontier orbital gap: 9.01 eV
- SMILES string: COCCNCCOC.CC(C)O.CC(C)O.CC(C)O.CC(C)O.CC(C)O.CC(C)O.CC(C)O.CC(C)O.CC(C)O
- Energy above the lowest of the compared OMol25 structures with the same formula, charge and spin: 4.4513 eV
- Total charge: 0
- E: -2191.610721 Ha

XYZ file:
```
132
C33H87NO11 (ωB97M-V with the def2-TZVPD basis set)
C -13.80 2.61 0.15
O -13.19 3.63 -0.62
C -13.91 3.95 -1.80
C -13.12 4.90 -2.67
N -12.03 4.12 -3.29
C -10.91 5.07 -3.53
C -9.63 4.09 -3.76
O -9.07 3.87 -2.50
C -7.90 3.17 -2.74
H -13.81 1.63 -0.34
H -14.85 2.82 0.36
H -13.39 2.51 1.15
H -14.83 4.47 -1.52
H -14.15 3.08 -2.41
H -12.76 5.62 -1.94
H -13.81 5.41 -3.34
H -12.30 3.56 -4.09
H -10.64 5.69 -2.68
H -11.06 5.66 -4.43
H -8.83 4.60 -4.30
H -9.89 3.18 -4.29
H -7.51 2.84 -1.78
H -7.04 3.67 -3.20
H -8.04 2.27 -3.34
C 1.14 2.70 6.82
C 2.51 2.03 7.10
C 3.38 2.01 5.84
O 3.14 2.92 8.12
H 0.54 2.07 6.16
H 1.04 3.69 6.38
H 0.63 2.89 7.77
H 2.41 1.02 7.51
H 3.10 2.80 5.14
H 3.30 1.00 5.44
H 4.43 2.21 6.04
H 2.71 2.68 8.94
C 9.55 3.55 1.07
C 10.07 3.13 -0.32
C 11.59 3.03 -0.43
O 9.53 1.90 -0.64
H 9.85 2.76 1.76
H 8.47 3.66 1.09
H 10.05 4.42 1.51
H 9.82 3.94 -1.01
H 11.98 2.93 -1.45
H 11.95 2.09 -0.02
H 12.06 3.86 0.09
H 10.17 1.19 -0.64
C -2.22 -5.58 -5.84
C -2.02 -6.36 -4.50
C -0.55 -6.58 -4.32
O -2.46 -5.56 -3.47
H -3.19 -5.92 -6.20
H -1.52 -5.90 -6.61
H -2.24 -4.49 -5.83
H -2.57 -7.30 -4.54
H -0.27 -6.72 -3.27
H -0.19 -5.57 -4.49
H -0.27 -7.31 -5.08
H -3.41 -5.65 -3.38
C 1.67 7.40 0.68
C 0.37 6.50 0.55
C -0.84 7.32 1.16
O 0.27 6.17 -0.79
H 1.71 8.30 0.08
H 2.63 6.90 0.52
H 1.65 7.94 1.63
H 0.56 5.70 1.26
H -1.00 8.16 0.47
H -0.60 7.58 2.19
H -1.67 6.63 1.03
H 1.11 5.77 -1.02
C -6.52 2.27 4.34
C -6.95 1.66 3.04
C -6.34 0.34 2.64
O -8.31 1.44 3.08
H -7.00 3.23 4.51
H -5.49 2.61 4.42
H -6.75 1.64 5.20
H -6.72 2.49 2.37
H -5.27 0.55 2.52
H -6.69 0.09 1.64
H -6.57 -0.42 3.37
H -8.52 0.67 3.61
C 1.76 -0.06 -0.78
C 2.99 -0.05 -1.61
C 2.55 -0.03 -3.07
O 3.63 1.13 -1.12
H 1.09 -0.87 -1.08
H 0.99 0.69 -1.00
H 1.86 -0.16 0.30
H 3.72 -0.85 -1.53
H 3.36 0.37 -3.69
H 1.89 0.81 -3.30
H 2.17 -1.00 -3.37
H 4.58 1.06 -1.24
C 9.68 -4.48 1.45
C 11.11 -4.61 0.99
C 11.63 -5.99 0.49
O 11.22 -3.85 -0.16
H 9.58 -3.51 1.94
H 9.39 -5.30 2.11
H 8.95 -4.36 0.65
H 11.80 -4.25 1.75
H 11.78 -6.72 1.28
H 12.60 -5.94 -0.02
H 10.92 -6.42 -0.21
H 10.71 -4.14 -0.92
C 6.90 -3.59 -6.86
C 6.55 -4.84 -5.99
C 6.06 -6.03 -6.80
O 7.71 -5.24 -5.37
H 7.17 -2.73 -6.24
H 6.01 -3.32 -7.41
H 7.73 -3.70 -7.56
H 5.73 -4.54 -5.34
H 6.85 -6.29 -7.50
H 5.11 -5.77 -7.27
H 5.73 -6.83 -6.14
H 8.42 -5.59 -5.91
C -1.31 -5.67 4.96
C -1.23 -5.78 6.45
C -2.48 -5.07 7.11
O -1.21 -7.15 6.79
H -2.29 -5.94 4.57
H -0.43 -6.25 4.69
H -1.26 -4.60 4.75
H -0.25 -5.36 6.67
H -2.40 -3.98 7.00
H -2.45 -5.22 8.19
H -3.35 -5.49 6.62
H -2.07 -7.37 6.41
```

***

Entry 3:
Here is C33H88CuN3O13 as an isolated structure from the OMol25 dataset. Energies are from ωB97M-V with the def2-TZVPD basis set.

Values from the calculation:
- Lowest unoccupied orbital energy: -5.93 eV
- ⟨S²⟩: 0.75
- Frontier orbital gap: 3.45 eV
- 2S+1: 2
- Energy above the lowest of the compared OMol25 structures with the same formula, charge and spin: 9.2848 eV
- Total charge: +1
- E: -4092.167039 Ha

XYZ file:
```
138
C33H88CuN3O13 (ωB97M-V with the def2-TZVPD basis set)
Cu -3.54 1.98 5.45
C -0.69 1.72 -0.76
C -0.53 0.69 0.42
C 0.92 0.64 0.86
O -1.42 0.73 1.54
H -1.28 1.27 -1.56
H 0.31 1.85 -1.16
H -1.08 2.70 -0.48
H -0.72 -0.28 -0.05
H 1.19 0.01 1.70
H 1.25 1.62 1.21
H 1.59 0.44 0.03
C -12.43 -6.16 -7.21
O -12.29 -4.86 -6.70
C -12.43 -3.89 -7.69
C -11.54 -3.90 -8.94
N -10.17 -4.04 -8.53
C -9.57 -2.74 -8.16
C -8.02 -2.59 -8.19
O -7.57 -1.58 -7.30
C -6.15 -1.51 -7.26
H -11.58 -6.63 -7.70
H -13.32 -6.40 -7.79
H -12.41 -6.75 -6.29
H -12.16 -2.93 -7.26
H -13.48 -3.70 -7.95
H -11.76 -2.98 -9.49
H -11.86 -4.73 -9.57
H -10.42 -4.44 -7.63
H -9.78 -2.43 -7.13
H -10.06 -1.99 -8.77
H -7.72 -2.33 -9.20
H -7.84 -3.63 -7.90
H -5.80 -0.76 -7.98
H -5.55 -2.42 -7.30
H -5.97 -1.18 -6.24
C -3.42 4.49 8.83
O -2.60 3.46 8.42
C -2.12 2.77 9.56
C -1.49 1.39 8.99
N -1.09 1.40 7.55
C 0.24 1.97 7.40
C 0.23 3.51 7.24
O -0.87 3.89 6.35
C -0.51 4.97 5.53
H -4.24 4.12 9.44
H -3.76 4.98 7.92
H -3.01 5.33 9.40
H -2.84 2.39 10.28
H -1.44 3.37 10.17
H -2.35 0.73 9.08
H -0.69 0.93 9.57
H -0.93 0.41 7.39
H 0.71 1.51 6.53
H 0.83 1.63 8.25
H 1.25 3.76 6.93
H 0.38 3.96 8.22
H -1.33 5.34 4.91
H 0.33 4.71 4.88
H -0.17 5.81 6.13
C 14.37 0.80 6.09
O 13.55 -0.33 5.62
C 13.87 -0.67 4.25
C 12.78 -1.73 3.89
N 11.50 -1.05 4.11
C 10.24 -1.89 3.88
C 8.87 -1.34 4.35
O 8.69 -1.32 5.78
C 9.39 -0.35 6.46
H 14.11 1.14 7.09
H 14.32 1.70 5.47
H 15.43 0.57 6.23
H 14.90 -0.99 4.05
H 13.75 0.19 3.59
H 12.80 -2.57 4.60
H 12.91 -2.09 2.87
H 11.46 -0.52 4.97
H 10.36 -2.82 4.45
H 10.14 -2.40 2.92
H 7.95 -1.85 4.06
H 8.69 -0.37 3.88
H 9.19 -0.47 7.52
H 9.35 0.68 6.09
H 10.45 -0.60 6.46
C 1.02 -4.49 5.94
C -0.40 -4.41 5.28
O -1.38 -4.18 6.35
H 1.82 -4.59 5.21
H 1.18 -5.44 6.45
H 1.17 -3.65 6.61
H -0.64 -5.26 4.64
H -0.53 -3.55 4.63
H -2.15 -3.85 5.88
C -8.10 4.92 -3.80
C -6.88 4.09 -3.62
O -7.36 2.76 -3.58
H -8.73 4.99 -2.91
H -8.77 4.60 -4.60
H -7.77 5.93 -4.04
H -6.41 4.26 -2.66
H -6.22 4.20 -4.48
H -7.09 2.32 -4.39
C 0.07 -6.30 -1.36
C -1.39 -6.02 -1.35
O -1.64 -4.86 -2.11
H 0.59 -5.51 -0.82
H 0.44 -6.33 -2.39
H 0.30 -7.29 -0.98
H -1.98 -5.89 -0.45
H -1.90 -6.89 -1.77
H -1.38 -4.09 -1.61
C 0.06 6.84 -3.39
C -1.38 7.00 -3.65
O -1.96 7.54 -2.45
H 0.48 7.81 -3.10
H 0.61 6.53 -4.28
H 0.38 6.16 -2.61
H -1.94 6.14 -4.02
H -1.49 7.78 -4.40
H -2.75 8.05 -2.65
C 6.21 -1.48 -2.37
C 5.89 -2.93 -2.04
O 7.06 -3.72 -2.13
H 5.42 -0.96 -2.90
H 7.02 -1.44 -3.10
H 6.47 -0.93 -1.47
H 5.05 -3.24 -2.66
H 5.54 -3.04 -1.01
H 7.80 -3.18 -2.39
C 2.05 1.97 -8.15
C 2.36 2.98 -9.30
O 1.28 3.80 -9.56
H 2.78 1.17 -8.14
H 1.12 1.41 -8.29
H 2.20 2.51 -7.22
H 2.82 2.48 -10.15
H 3.23 3.60 -9.06
H 1.57 4.34 -10.30
```